Record 1
A molecular structure, C48H50BrKN11O, computed with the ωB97M-V functional and the def2-TZVPD basis.

Calculated values
Lowest unoccupied orbital energy: -1.930 eV
Kohn-Sham gap: 7.6 eV
Spin multiplicity: 1
Net charge: +1

Last column: Löwdin charge in e.
CARTESIAN COORDINATES (ANGSTROEM)
K: -1.066 -0.173 1.063  0.598
C: -2.030 -0.619 4.768  -0.162
C: -0.533 -0.958 4.797  -0.096
C: 0.342 0.225 4.478  -0.281
C: 0.726 1.101 5.490  -0.012
C: 1.516 2.194 5.182  -0.052
C: 1.912 2.377 3.866  -0.055
C: 1.486 1.457 2.925  -0.139
N: 0.712 0.407 3.209  0.074
N: -2.663 -0.896 3.472  -0.175
C: -3.862 -0.084 3.310  -0.140
C: -3.585 1.395 3.173  -0.280
C: -4.574 2.308 3.524  -0.023
C: -4.339 3.659 3.347  -0.056
C: -3.107 4.061 2.852  -0.054
C: -2.177 3.080 2.556  -0.131
N: -2.402 1.774 2.695  0.086
C: -3.000 -2.305 3.399  -0.144
C: -3.365 -2.843 2.030  -0.261
C: -3.922 -4.119 1.947  -0.022
C: -4.188 -4.662 0.705  -0.048
C: -3.900 -3.913 -0.429  -0.050
C: -3.372 -2.650 -0.253  -0.145
N: -3.111 -2.116 0.944  0.061
H: -2.153 0.442 4.989  0.121
H: -2.556 -1.168 5.565  0.128
H: -0.318 -1.761 4.089  0.086
H: -0.273 -1.325 5.792  0.124
H: 0.410 0.915 6.509  0.120
H: 1.826 2.884 5.955  0.112
H: 2.543 3.205 3.573  0.107
H: 1.779 1.563 1.885  0.094
H: -4.564 -0.233 4.148  0.136
H: -4.380 -0.408 2.405  0.105
H: -5.514 1.955 3.930  0.118
H: -5.096 4.388 3.606  0.113
H: -2.866 5.105 2.713  0.106
H: -1.189 3.356 2.201  0.093
H: -3.821 -2.548 4.097  0.137
H: -2.135 -2.877 3.748  0.112
H: -4.139 -4.672 2.852  0.121
H: -4.618 -5.651 0.618  0.114
H: -4.089 -4.294 -1.423  0.109
H: -3.145 -2.021 -1.109  0.111
C: 10.126 2.083 -7.961  -0.071
O: 9.313 0.921 -7.938  -0.071
C: 8.277 0.890 -7.072  -0.279
C: 7.955 1.917 -6.190  -0.004
C: 6.868 1.776 -5.341  -0.013
C: 6.090 0.625 -5.356  -0.162
C: 6.420 -0.395 -6.252  -0.027
C: 7.499 -0.269 -7.098  0.007
C: 4.953 0.522 -4.441  -0.257
N: 4.439 1.515 -3.753  0.191
C: 3.413 0.959 -3.034  -0.176
C: 3.304 -0.385 -3.283  -0.131
N: 4.303 -0.659 -4.188  0.184
C: 2.314 -1.215 -2.680  -0.073
C: 2.154 -2.582 -2.948  0.002
C: 1.152 -3.275 -2.321  -0.036
C: 0.331 -2.589 -1.419  -0.144
N: 0.465 -1.307 -1.143  0.081
C: 1.430 -0.605 -1.764  -0.142
C: 1.536 0.833 -1.482  -0.141
N: 0.665 1.378 -0.611  0.070
C: 0.723 2.678 -0.402  -0.153
C: 1.648 3.532 -1.012  -0.037
C: 2.559 2.987 -1.879  0.013
C: 2.513 1.611 -2.131  -0.074
H: 10.882 1.904 -8.718  0.095
H: 10.611 2.245 -6.995  0.097
H: 9.543 2.967 -8.232  0.097
H: 8.540 2.824 -6.152  0.106
H: 6.613 2.569 -4.652  0.115
H: 5.821 -1.296 -6.315  0.106
H: 7.758 -1.051 -7.799  0.123
H: 4.560 -1.557 -4.556  0.148
H: 2.811 -3.083 -3.649  0.116
H: 0.994 -4.329 -2.505  0.110
H: -0.452 -3.114 -0.885  0.091
H: -0.001 3.082 0.300  0.091
H: 1.636 4.591 -0.794  0.109
H: 3.308 3.587 -2.380  0.122
Br: 3.084 -4.142 5.262  0.783
C: 1.940 -3.748 3.817  -0.695
C: 0.773 -4.474 3.636  -0.104
C: -0.046 -4.119 2.577  -0.150
N: 0.218 -3.124 1.727  0.075
C: 1.360 -2.464 1.912  -0.159
C: 2.254 -2.728 2.940  -0.100
H: 0.509 -5.288 4.296  0.107
H: -0.968 -4.663 2.402  0.108
H: 1.575 -1.669 1.207  0.093
H: 3.156 -2.144 3.050  0.110
C: -5.652 0.596 -1.972  -0.043
C: -5.435 1.233 -0.597  -0.631
C: -5.500 2.753 -0.695  -0.038
C: -6.495 0.726 0.376  -0.038
N: -4.146 0.855 0.011  -0.076
N: -2.967 1.126 -0.728  -0.008
H: -6.638 0.851 -2.360  0.088
H: -5.586 -0.493 -1.907  0.079
H: -4.923 0.946 -2.707  0.072
H: -6.477 3.071 -1.060  0.089
H: -4.750 3.139 -1.388  0.077
H: -5.329 3.200 0.287  0.076
H: -7.497 0.964 0.017  0.091
H: -6.357 1.184 1.356  0.072
H: -6.432 -0.361 0.487  0.084
H: -4.140 -0.140 0.205  0.056
H: -2.723 2.100 -0.592  0.069
H: -3.084 0.973 -1.727  0.072

---

Record 2
A molecular structure, C48H53GeN8O3PtS2SeTe, computed with the ωB97M-V functional and the def2-TZVPD basis.

Calculated values
Lowest unoccupied orbital energy (alpha / beta): -4.667 / -6.990 eV
Kohn-Sham gap (alpha / beta): 7.4 / 5.1 eV
Spin multiplicity: 6
Net charge: +2

Last column: Löwdin spin population.
CARTESIAN COORDINATES (ANGSTROEM)
Pt: -0.658 -1.472 1.072  1.737
N: -4.382 0.224 2.474  0.001
C: -3.923 -0.030 3.758  0.004
C: -4.435 0.290 5.011  0.001
C: -3.701 -0.135 6.099  0.001
C: -2.503 -0.853 5.946  0.000
C: -2.000 -1.164 4.702  0.002
C: -2.731 -0.740 3.594  0.009
N: -2.496 -0.901 2.233  0.089
C: -3.496 -0.312 1.610  0.006
C: -3.582 -0.315 0.158  0.003
C: -4.613 0.011 -0.668  0.002
S: -4.187 -0.342 -2.284  0.007
C: -2.654 -0.890 -1.762  0.004
N: -2.475 -0.810 -0.480  0.084
H: -5.221 0.723 2.231  0.000
H: -5.362 0.838 5.131  0.000
H: -4.059 0.087 7.097  0.000
H: -1.965 -1.167 6.832  0.000
H: -1.074 -1.707 4.579  0.000
H: -5.594 0.394 -0.418  0.000
H: -1.909 -1.277 -2.449  0.001
N: -0.392 -2.837 -7.336  0.002
C: 0.016 -2.667 -6.043  0.002
C: 0.466 -3.761 -5.286  0.000
C: 0.849 -3.599 -3.973  0.002
C: 0.779 -2.339 -3.382  0.004
C: 0.351 -1.243 -4.123  0.003
C: -0.032 -1.400 -5.438  0.001
S: 1.269 -2.154 -1.716  0.015
O: 1.527 -0.745 -1.468  0.043
O: 2.305 -3.096 -1.416  0.014
N: -0.038 -2.467 -0.782  0.152
C: -0.565 -3.702 -0.545  0.011
N: -0.460 -4.741 -1.364  0.008
C: -1.119 -5.841 -1.003  -0.002
C: -1.888 -5.927 0.151  0.005
C: -1.917 -4.805 0.959  0.010
N: -1.246 -3.704 0.626  0.102
H: -0.168 -3.692 -7.807  0.000
H: -0.500 -2.032 -7.924  0.000
H: 0.524 -4.739 -5.749  0.000
H: 1.206 -4.441 -3.393  0.000
H: 0.355 -0.256 -3.684  0.004
H: -0.344 -0.537 -6.018  0.000
H: -1.028 -6.690 -1.672  0.000
H: -2.422 -6.829 0.411  0.001
H: -2.466 -4.781 1.894  0.001
C: 4.544 -3.278 4.082  0.001
Ge: 2.793 -3.880 4.698  0.015
C: 2.551 -3.577 6.607  0.006
C: 2.465 -5.728 4.174  0.001
C: 1.353 -2.803 3.810  0.035
Se: 1.586 -2.643 1.897  0.275
C: 2.803 -1.145 1.856  0.023
H: 5.317 -3.839 4.609  0.000
H: 4.702 -2.217 4.285  0.000
H: 4.671 -3.466 3.014  0.001
H: 3.256 -4.187 7.173  0.001
H: 1.541 -3.850 6.916  0.000
H: 2.725 -2.530 6.861  0.000
H: 3.301 -6.357 4.481  0.000
H: 2.359 -5.811 3.091  0.001
H: 1.559 -6.110 4.648  0.000
H: 1.254 -1.797 4.217  0.001
H: 0.410 -3.337 3.943  0.002
H: 3.816 -1.508 1.998  0.008
H: 2.520 -0.434 2.626  0.000
H: 2.689 -0.708 0.867  0.002
C: 0.276 4.451 -7.362  0.005
C: 0.209 3.840 -5.993  0.029
C: -0.959 3.892 -5.238  0.001
C: -1.030 3.340 -3.969  0.032
C: -2.324 3.439 -3.197  0.018
C: 0.121 2.729 -3.431  0.083
Te: -0.049 2.026 -1.455  0.626
N: -0.118 0.662 0.748  0.851
C: -0.275 0.990 2.035  0.091
O: 0.075 0.048 2.817  0.352
C: -0.804 2.277 2.510  0.014
C: -0.449 2.743 3.775  0.002
C: -0.955 3.953 4.223  0.002
C: -1.830 4.680 3.426  0.000
C: -2.203 4.203 2.176  0.002
C: -1.686 3.004 1.712  0.013
C: 1.633 2.995 -0.672  0.038
C: 2.724 2.230 -0.277  0.015
C: 3.850 2.861 0.224  0.000
C: 3.868 4.245 0.326  0.007
C: 2.771 4.994 -0.070  0.001
C: 1.623 4.390 -0.577  0.013
C: 0.447 5.225 -1.005  0.019
C: 1.297 2.614 -4.195  0.027
C: 2.525 1.880 -3.735  0.009
C: 1.315 3.189 -5.458  -0.002
H: -0.665 4.924 -7.638  0.000
H: 0.515 3.695 -8.113  0.002
H: 1.065 5.205 -7.405  0.002
H: -1.834 4.387 -5.649  0.000
H: -3.096 3.908 -3.805  0.001
H: -2.206 4.041 -2.294  0.006
H: -2.693 2.453 -2.899  0.004
H: 0.221 2.158 4.391  0.001
H: -0.669 4.328 5.198  0.000
H: -2.227 5.623 3.783  0.000
H: -2.897 4.767 1.564  0.000
H: -1.982 2.619 0.743  0.009
H: 2.704 1.157 -0.418  0.002
H: 4.714 2.277 0.517  0.000
H: 4.746 4.748 0.713  0.000
H: 2.798 6.074 0.019  0.000
H: 0.547 6.248 -0.645  0.001
H: -0.488 4.826 -0.603  0.011
H: 0.364 5.258 -2.096  0.001
H: 2.303 1.102 -3.012  0.005
H: 3.246 2.571 -3.292  0.001
H: 3.006 1.400 -4.587  0.001
H: 2.220 3.109 -6.053  0.000

---

Calculated energy relative to the best compared isomer or geometry (same formula, charge and spin), 0.0, 0.0 kJ/mol (same order as the records).